# 1
An isolated molecule of C3H8N2O2S. Source: the OMol25 dataset; level of theory: ωB97M-V/def2-TZVPD.

The geometry in XYZ format:
```
16
Properties=species:S:1:pos:R:3:forces:R:3
C -0.18833 2.02293 -1.78045 0.49 -0.55 -2.05
O -0.31926 0.66185 -1.24267 0.00 1.94 -0.67
N 0.61671 0.64043 -0.19879 0.13 0.54 -0.01
C 0.47535 -0.38800 0.50725 -1.10 -1.55 1.67
C -0.52798 -1.52670 0.20332 0.62 0.99 -1.20
O -0.38439 -1.94864 -1.16274 -0.11 -0.39 0.71
N 1.22204 -0.46355 1.71959 -0.85 -0.67 -0.86
S 0.61153 -1.16426 3.15580 -0.09 0.38 -0.50
H -1.02744 2.26489 -2.51676 0.76 -0.70 1.34
H -0.15396 2.76239 -0.95661 0.11 -0.51 -0.60
H 0.75492 2.00746 -2.45237 -1.25 0.42 1.42
H -1.56464 -1.16872 0.38842 0.61 -0.35 0.20
H -0.22838 -2.36883 0.81224 -0.41 -0.19 0.15
H -0.62588 -1.22637 -1.75366 0.05 0.14 0.29
H 1.84230 0.31361 1.77632 0.36 0.56 0.57
H -0.50263 -0.41850 3.50111 0.68 -0.06 -0.45
```
Positions in Å, forces in eV/Å.

Calculated values
Energy relative to the best compared isomer or geometry (same formula, charge and spin) = 2.715 eV
LUMO level = 0.660 eV
Structure (SMILES) = CO/N=C(\CO)NS
E_HOMO = -0.330 Ha



# 2
An isolated ion of composition C6H20N2O2Si and charge +2. Source: the OMol25 dataset; level of theory: ωB97M-V/def2-TZVPD.

The geometry in XYZ format:
```
31
Properties=species:S:1:pos:R:3:forces:R:3
C -1.17229 -0.42250 2.69675 1.35 -0.95 0.15
O -1.06890 -0.07963 1.29110 -0.04 0.56 1.23
Si -0.24520 -0.46364 -0.01859 0.22 0.83 -1.21
O -0.73797 -1.75803 -0.78240 -0.18 -1.58 -0.37
C -0.79696 -3.20919 -0.61582 3.21 0.60 0.61
C -0.89115 1.03636 -1.12470 0.77 -0.71 -0.87
C -0.20504 2.37294 -0.71743 -1.99 -0.55 2.14
N -2.39491 1.17150 -0.98633 -2.39 1.24 1.35
C 1.74854 -0.44251 0.01685 -2.45 -1.34 1.85
C 2.27058 -0.03889 -1.27560 1.40 3.88 -0.30
N 2.30464 0.48156 1.09222 1.45 -0.29 -1.30
H -0.55653 -1.43737 2.82233 -1.45 2.35 0.43
H -2.23223 -0.54450 2.92185 0.20 -0.42 -0.03
H -0.84286 0.46735 3.32860 0.06 -1.41 -0.81
H -1.56393 -3.61442 -1.15291 -1.88 -0.60 -2.08
H -1.03632 -3.50022 0.37440 0.04 0.20 1.35
H 0.18628 -3.70862 -0.89090 -1.20 0.88 0.14
H -0.84718 0.84671 -2.23124 0.71 0.03 1.01
H -0.41871 2.50095 0.38895 -0.02 -0.11 -0.88
H -0.70696 3.25359 -1.15965 1.10 -0.27 -0.32
H 0.87662 2.26446 -0.68918 -0.21 0.70 -0.94
H -3.03051 0.30462 -0.85686 1.66 1.37 -0.15
H -2.67204 1.88448 -0.22575 0.62 -1.63 -0.82
H -2.75979 1.66242 -1.81691 0.10 -0.42 0.01
H 2.15809 -1.42506 0.39451 -0.65 0.69 -0.69
H 1.80095 1.03543 -1.52162 1.83 -2.05 0.52
H 1.96462 -0.52591 -2.15188 -0.15 -1.56 -0.86
H 3.39884 -0.02946 -1.11513 -1.19 0.35 -1.22
H 1.90175 0.13899 1.92754 -0.26 0.18 1.66
H 2.25510 1.50002 0.99441 -0.59 -0.15 -0.10
H 3.31346 0.27860 1.08340 -0.06 0.17 0.50
```
Positions in Å, forces in eV/Å.

Calculated values
Energy relative to the best compared isomer or geometry (same formula, charge and spin) = 2.831 eV
LUMO level = -6.299 eV
Net charge = +2
Structure (SMILES) = CO[Si](OC)([C@H](C)[NH3+])[C@@H](C)[NH3+]
E_HOMO = -0.645 Ha



# 3
A 9-piece molecular cluster, C52H46BF4N8O18 overall. Source: the OMol25 dataset; level of theory: ωB97M-V/def2-TZVPD.

The geometry in XYZ format:
```
129
Properties=species:S:1:pos:R:3:forces:R:3
F -2.98593 5.82435 -4.29366 0.37 -0.21 -0.11
C -1.69014 5.47468 -4.58279 -0.31 0.01 0.05
F -1.74339 4.45531 -5.50016 -0.07 0.15 0.18
C -0.96911 5.03969 -3.30303 -0.01 0.11 -0.21
F 0.15795 4.39794 -3.70720 -0.27 -0.12 0.18
F -1.74788 4.10902 -2.64296 0.10 0.08 -0.06
C -0.76659 6.26415 -2.41525 0.21 -0.46 0.92
C -0.06941 6.04889 -1.03801 -0.18 0.87 0.48
O 1.19420 6.63838 -1.10758 -0.04 -0.13 -0.37
B 1.38745 6.99679 -2.55457 0.26 -0.72 0.10
O -0.03340 7.25275 -3.03065 -0.16 0.12 -0.36
H -1.18592 6.33242 -5.01319 0.10 0.06 -0.13
H -1.79119 6.55420 -2.16746 -0.21 0.31 -0.34
H -0.65627 6.66386 -0.34398 -0.21 -0.13 0.19
H -0.09659 5.04159 -0.61619 0.23 -0.37 -0.38
H 1.76286 5.94391 -3.10226 0.38 0.35 -0.24
H 2.12459 7.94179 -2.74725 -0.10 0.11 0.06
C -2.22072 1.35159 -5.79097 -0.05 -0.04 -0.17
C -2.25859 1.50934 -4.41501 0.01 -0.10 -0.09
C -2.21061 0.39870 -3.58775 -0.02 0.08 0.06
C -2.13123 -0.85462 -4.16941 0.00 0.12 -0.08
C -2.10647 -1.03258 -5.54212 0.03 -0.09 -0.16
C -2.15245 0.08458 -6.35840 0.02 0.08 0.15
N -2.05479 -2.03780 -3.30329 0.04 0.05 -0.05
O -2.09674 -1.86138 -2.10300 -0.02 -0.03 0.16
O -1.94323 -3.12672 -3.82990 -0.01 -0.11 -0.06
H -2.24826 2.22894 -6.42155 0.01 0.02 -0.01
H -2.31148 2.49912 -3.99775 0.01 0.04 0.12
H -2.22891 0.51139 -2.51418 0.04 -0.08 0.02
H -2.04610 -2.02344 -5.96558 0.01 -0.06 0.09
H -2.12525 -0.03257 -7.43284 -0.01 -0.01 -0.02
C 3.11241 1.39422 -4.55292 0.00 0.02 0.00
C 3.19837 2.68589 -5.05298 0.02 -0.10 0.04
C 3.71556 3.70285 -4.26746 -0.06 0.11 -0.19
C 4.14377 3.40101 -2.98980 -0.09 -0.09 -0.05
C 4.05741 2.12515 -2.46814 0.02 -0.16 0.10
C 3.53796 1.11541 -3.26087 -0.01 0.02 -0.08
N 4.68956 4.48252 -2.15616 -0.35 -0.06 0.00
O 4.74058 5.58287 -2.65323 0.30 0.22 0.03
O 5.03867 4.20746 -1.02512 0.14 -0.04 0.08
H 2.70461 0.60336 -5.16878 -0.02 -0.01 0.00
H 2.85308 2.90578 -6.05334 -0.02 0.02 -0.01
H 3.76527 4.71594 -4.63651 -0.03 0.05 0.12
H 4.38378 1.92305 -1.45969 0.02 0.10 0.03
H 3.45928 0.11120 -2.86790 -0.01 -0.01 0.02
C -3.46257 -3.58314 1.25103 -0.02 -0.02 0.02
C -4.30094 -4.18071 2.18427 0.10 0.08 -0.07
C -5.45988 -3.53785 2.58565 -0.04 -0.23 0.12
C -5.76336 -2.30730 2.03423 0.12 -0.04 -0.03
C -4.93897 -1.69336 1.10854 0.05 0.09 -0.10
C -3.77787 -2.34077 0.71669 0.01 -0.07 0.02
N -7.01181 -1.64195 2.43695 0.00 -0.05 -0.02
O -7.71254 -2.20409 3.25653 -0.08 -0.07 0.08
O -7.27955 -0.57931 1.92073 -0.02 0.14 -0.05
H -2.55766 -4.08557 0.93626 0.01 0.01 -0.02
H -4.05514 -5.14953 2.59712 -0.02 -0.02 0.01
H -6.11702 -3.99533 3.30955 -0.08 0.08 0.00
H -5.19396 -0.72809 0.69808 -0.08 0.02 0.04
H -3.11691 -1.88138 -0.00131 -0.01 0.03 -0.02
C 8.26443 6.77601 -3.48857 0.03 0.01 0.01
C 7.33938 6.36975 -4.43979 0.07 -0.04 0.01
C 7.54165 6.67190 -5.77671 -0.11 -0.09 -0.01
C 8.67664 7.37541 -6.13616 -0.03 -0.03 0.12
C 9.60703 7.79339 -5.20304 0.16 0.08 0.09
C 9.39355 7.48953 -3.86923 -0.08 -0.06 0.01
N 8.90928 7.68206 -7.55545 0.00 0.01 0.04
O 8.07419 7.32178 -8.35736 -0.10 -0.05 -0.09
O 9.92875 8.27546 -7.84639 0.11 0.07 -0.03
H 8.09953 6.53671 -2.44655 -0.04 0.01 0.01
H 6.46277 5.81799 -4.13358 -0.06 0.07 -0.02
H 6.82685 6.36277 -6.52382 0.04 0.04 -0.08
H 10.48202 8.34546 -5.50975 -0.02 0.00 -0.10
H 10.11023 7.80931 -3.12555 0.02 0.01 0.00
C -1.28203 -0.58970 6.07836 0.02 0.18 -0.15
C -2.12544 -1.13894 5.11981 0.13 0.21 -0.08
C -1.89297 -0.89630 3.77520 -0.14 -0.16 -0.02
C -0.80755 -0.11999 3.41129 -0.06 -0.04 0.12
C 0.03655 0.44261 4.34695 0.17 0.10 0.11
C -0.21206 0.20631 5.68906 -0.04 -0.09 0.04
N -0.53873 0.10117 1.98180 -0.03 -0.05 0.09
O -1.31278 -0.39673 1.19099 -0.08 -0.02 -0.20
O 0.43834 0.75013 1.68115 0.12 0.07 -0.02
H -1.45313 -0.77719 7.12568 -0.05 -0.03 0.07
H -2.96088 -1.75393 5.41398 -0.05 -0.02 0.03
H -2.54333 -1.31581 3.02114 0.05 0.03 -0.07
H 0.87128 1.05295 4.03684 -0.02 0.00 -0.11
H 0.43865 0.63742 6.43742 0.01 0.02 0.01
C -9.91266 -4.85249 -1.19688 0.01 -0.01 0.00
C -9.40793 -5.83061 -2.04371 -0.03 0.06 0.07
C -8.50321 -6.76461 -1.56697 -0.02 -0.05 -0.19
C -8.12157 -6.70125 -0.24043 -0.09 0.07 -0.03
C -8.60975 -5.73479 0.61686 -0.02 0.16 0.22
C -9.51138 -4.80266 0.13114 -0.03 0.00 -0.11
N -7.17092 -7.69792 0.27784 0.00 0.04 -0.01
O -6.74315 -8.52549 -0.49824 0.04 -0.10 -0.10
O -6.87210 -7.63442 1.45206 0.04 0.02 0.13
H -10.61939 -4.12548 -1.57362 0.00 0.02 -0.01
H -9.71862 -5.86589 -3.07837 0.01 -0.01 -0.02
H -8.10252 -7.52647 -2.21779 0.06 -0.05 0.07
H -8.29341 -5.70011 1.64826 0.07 -0.09 0.00
H -9.89860 -4.03781 0.78968 0.01 0.01 0.02
C 0.98881 -6.87329 5.58571 -0.04 0.06 -0.01
C 1.74329 -6.03827 6.39992 -0.10 -0.15 -0.08
C 1.15790 -4.92888 6.98784 0.20 0.06 0.05
C -0.17579 -4.67113 6.73631 0.06 -0.12 -0.07
C -0.94270 -5.48353 5.92224 -0.15 -0.08 -0.08
C -0.35142 -6.59665 5.34820 0.10 0.00 0.00
N -0.79295 -3.48544 7.34308 0.05 0.04 -0.18
O -0.09642 -2.77593 8.03782 0.04 0.04 0.17
O -1.95844 -3.26223 7.08587 -0.18 -0.20 0.21
H 1.44918 -7.73914 5.12888 0.00 -0.01 0.00
H 2.78655 -6.24935 6.57719 0.03 -0.01 0.05
H 1.73627 -4.27250 7.62083 -0.08 0.04 0.05
H -1.98098 -5.25390 5.73699 -0.01 0.08 0.06
H -0.93553 -7.24373 4.70884 -0.02 -0.01 -0.01
C 4.99140 -1.44551 3.51889 0.00 -0.01 -0.01
C 5.31676 -2.79315 3.43804 -0.03 0.09 0.02
C 5.18010 -3.60917 4.54826 0.06 -0.13 -0.12
C 4.71514 -3.05412 5.72576 0.03 0.07 -0.09
C 4.39064 -1.71412 5.82952 -0.07 0.17 0.07
C 4.53219 -0.90707 4.71334 0.02 -0.05 -0.07
N 4.53832 -3.91771 6.89991 -0.09 -0.02 -0.04
O 4.82238 -5.09514 6.79308 0.14 -0.05 -0.06
O 4.08799 -3.41567 7.90794 -0.01 0.08 0.15
H 5.09290 -0.81301 2.64755 0.00 0.01 -0.01
H 5.67338 -3.21034 2.50702 0.01 -0.01 -0.01
H 5.42755 -4.65827 4.49485 -0.03 -0.03 0.09
H 4.02863 -1.30680 6.76113 -0.01 -0.09 0.05
H 4.27934 0.14190 4.77396 -0.01 0.02 0.00
```
Positions in Å, forces in eV/Å.

Calculated values
LUMO level = 0.311 eV
Net charge = -1
E_HOMO = -0.165 Ha